{"formula": "C5H10O", "method": "ωB97M-V/def2-TZVPD", "lumo_ev": 1.077, "smiles": "C1CCOCC1", "homo_lumo_gap_ha": 0.3819, "species": ["C", "C", "C", "C", "C", "H", "H", "H", "H", "H", "H", "H", "H", "H", "H", "O"], "coordinates": [[-0.86, 0.96, 0.03], [-1.37, -0.44, -0.28], [-0.15, -1.40, 0.28], [1.58, 0.03, 0.20], [0.67, 1.13, -0.28], [-1.66, 1.61, -0.40], [-1.28, 1.28, 1.03], [-2.63, -0.69, -0.04], [-1.20, -0.63, -1.41], [0.02, -1.22, 1.28], [-0.57, -2.54, 0.19], [2.70, 0.43, -0.14], [1.57, -0.34, 1.22], [1.13, 1.94, 0.33], [1.06, 1.03, -1.39], [0.99, -1.16, -0.60]]}